Computed, not measured: the molecule C2HNO, with ωB97M-V/def2-TZVPD.

Properties
Orbital gap: 9.55 eV
Charge: 0
Molecular weight: 55.0 u
LUMO energy: 0.459 eV
Structure (SMILES): O=c1cn1

Last columns: bonded neighbours and bond lengths (Å).
Element x y z (Å)
1 O 0.30 -1.38 -1.20  C2 1.170
2 C -0.10 -0.56 -0.47  O1 1.170, C3 1.457, N4 1.638
3 C -0.18 0.58 0.44  C2 1.457, N4 1.231, H5 1.090
4 N 1.01 0.25 0.41  C2 1.638, C3 1.231
5 H -1.04 1.12 0.83  C3 1.090